{"formula": "C20H26N4O4", "method": "ωB97M-V/def2-TZVPD", "spin_multiplicity": 1, "e_tot_ev": -35312.4800, "smiles": "CCOc1ccccc1N1CCN(CC(=O)NC(=O)NCc2ccco2)CC1", "elements": ["C", "C", "O", "C", "C", "C", "C", "C", "C", "N", "C", "C", "N", "C", "C", "O", "N", "C", "O", "N", "C", "C", "C", "C", "C", "O", "C", "C", "H", "H", "H", "H", "H", "H", "H", "H", "H", "H", "H", "H", "H", "H", "H", "H", "H", "H", "H", "H", "H", "H", "H", "H", "H", "H"], "positions_angstrom": [[-2.111, -2.480, 2.989], [-1.167, -1.616, 2.157], [-1.849, -0.786, 1.239], [-2.452, -1.339, 0.134], [-2.221, -2.640, -0.286], [-2.819, -3.150, -1.426], [-3.682, -2.358, -2.156], [-3.927, -1.062, -1.745], [-3.318, -0.511, -0.616], [-3.637, 0.807, -0.301], [-3.622, 1.806, -1.347], [-2.586, 2.909, -1.033], [-1.577, 2.338, -0.164], [-0.318, 3.041, -0.122], [0.832, 2.123, 0.277], [1.873, 2.562, 0.728], [0.584, 0.813, 0.037], [1.434, -0.300, 0.215], [1.049, -1.405, -0.094], [2.625, -0.011, 0.762], [3.668, -1.009, 0.895], [4.869, -0.645, 0.088], [6.039, -0.034, 0.436], [6.789, 0.096, -0.758], [6.017, -0.440, -1.740], [4.856, -0.889, -1.240], [-2.137, 2.124, 1.159], [-3.485, 1.387, 1.006], [-1.537, -3.066, 3.701], [-2.812, -1.850, 3.534], [-2.679, -3.153, 2.352], [-0.640, -0.911, 2.809], [-0.417, -2.227, 1.644], [-1.533, -3.266, 0.257], [-2.607, -4.163, -1.731], [-4.172, -2.744, -3.037], [-4.625, -0.456, -2.302], [-3.362, 1.324, -2.289], [-4.618, 2.260, -1.450], [-3.075, 3.781, -0.565], [-2.119, 3.245, -1.961], [-0.076, 3.412, -1.123], [-0.316, 3.907, 0.561], [-0.353, 0.593, -0.294], [2.847, 0.966, 0.932], [3.244, -1.954, 0.542], [3.954, -1.102, 1.948], [6.331, 0.279, 1.418], [7.763, 0.528, -0.864], [6.176, -0.559, -2.793], [-2.288, 3.083, 1.689], [-1.434, 1.522, 1.736], [-3.591, 0.616, 1.764], [-4.308, 2.104, 1.131]], "forces_ev_per_a": [[0.1, 0.3, -0.3], [0.2, -0.4, 0.4], [-0.3, 0.2, -0.5], [-0.1, 0.1, 0.0], [0.1, 0.0, 0.1], [0.0, 0.0, 0.0], [0.0, 0.0, -0.1], [0.1, -0.1, 0.0], [-0.1, -0.3, 0.0], [0.1, 0.1, 0.1], [-0.1, 0.1, -0.1], [-0.1, 0.0, -0.1], [0.1, 0.2, -0.1], [0.0, 0.1, 0.1], [-0.1, 0.1, 0.0], [0.2, 0.3, 0.1], [-0.2, -0.4, -0.2], [0.0, 0.5, 0.2], [-0.2, -0.5, -0.2], [0.3, 0.2, 0.2], [0.0, -0.1, -0.3], [0.4, 0.2, 0.8], [-0.6, -0.4, 0.0], [-0.2, -0.2, -0.5], [0.8, 0.4, 0.1], [-0.5, -0.2, -0.1], [-0.1, -0.1, 0.2], [-0.1, 0.1, 0.2], [0.0, -0.1, 0.1], [-0.1, 0.0, 0.1], [0.0, -0.1, 0.0], [0.0, -0.1, -0.1], [0.0, 0.1, 0.0], [0.1, 0.0, 0.1], [0.0, -0.1, 0.0], [0.0, 0.0, -0.1], [-0.1, 0.1, 0.0], [0.0, 0.0, 0.1], [0.1, 0.0, -0.1], [0.1, 0.0, 0.0], [0.0, 0.0, 0.0], [0.0, 0.0, 0.1], [0.1, -0.1, -0.1], [0.2, 0.0, 0.0], [-0.1, -0.1, -0.1], [0.1, 0.1, 0.2], [0.0, -0.1, -0.2], [0.0, 0.0, 0.3], [0.2, 0.1, -0.1], [-0.1, -0.1, -0.1], [0.0, 0.0, -0.1], [0.0, 0.0, 0.0], [0.0, 0.1, 0.0], [0.1, 0.0, 0.1]]}

{"formula": "C9H9BIN2O6PPb", "method": "ωB97M-V/def2-TZVPD", "spin_multiplicity": 1, "total_charge": 2, "e_tot_ev": -48035.7950, "elements": ["O", "P", "O", "O", "C", "C", "C", "I", "C", "O", "C", "N", "C", "C", "N", "C", "C", "B", "O", "O", "H", "H", "H", "H", "H", "H", "H", "H", "H", "Pb"], "positions_angstrom": [[4.099, -1.185, -0.190], [3.575, 0.075, 0.544], [4.980, 1.033, 0.850], [2.921, -0.363, 2.049], [2.418, 1.119, -0.527], [0.865, 0.895, -0.253], [-0.035, 2.121, 0.240], [0.767, 4.122, 0.612], [-1.576, 1.955, 0.483], [-2.324, 3.098, 0.942], [-2.324, 0.578, 0.242], [-3.735, 0.573, 0.463], [-4.227, -0.749, 0.162], [-3.401, -1.990, -0.279], [-1.989, -1.935, -0.474], [-1.443, -0.628, -0.227], [0.112, -0.467, -0.470], [0.942, -1.803, -0.999], [1.514, -2.665, 0.004], [1.025, -2.061, -2.423], [5.179, 1.410, -0.050], [3.720, -0.543, 2.618], [2.607, 0.822, -1.630], [2.762, 2.207, -0.434], [-2.570, 2.895, 1.884], [-5.383, -0.904, 0.269], [-3.925, -2.990, -0.490], [1.156, -2.343, 0.868], [0.196, -2.581, -2.607], [-5.907, 0.304, -1.177]], "forces_ev_per_a": [[-2.3, 3.9, 1.7], [4.3, -4.3, -0.5], [-3.3, -0.4, -1.2], [1.7, 1.7, -2.0], [-1.2, 0.1, -0.4], [-3.7, -0.7, 0.4], [-2.9, -2.1, 0.0], [-0.7, -2.0, -0.4], [2.3, -0.7, -0.4], [1.3, -3.1, -0.1], [0.6, 2.7, 0.5], [2.6, -4.1, -2.1], [2.0, -0.9, -0.8], [1.3, 1.7, 0.1], [-3.4, 3.7, 1.3], [1.7, -0.3, -0.2], [-0.9, 3.1, 0.9], [1.1, -1.8, 0.2], [-2.4, 2.5, -1.7], [-1.5, -0.1, 3.0], [0.3, -0.5, 1.2], [-1.0, 0.1, -0.5], [-0.1, 0.1, 1.9], [-1.0, -1.4, 0.1], [0.2, 0.4, -1.0], [2.0, -1.1, 1.8], [0.9, 1.7, 0.5], [0.8, -0.5, -0.7], [1.2, 0.5, -0.2], [0.0, 1.6, -1.2]]}

{"formula": "C5H7NOS", "method": "ωB97M-V/def2-TZVPD", "spin_multiplicity": 1, "e_tot_ev": -19664.0433, "elements": ["C", "C", "C", "C", "C", "N", "O", "S", "H", "H", "H", "H", "H", "H", "H"], "positions_angstrom": [[-2.579, 0.500, -0.394], [-2.231, -0.202, -1.415], [-1.626, 1.196, 0.372], [0.173, -0.266, -0.244], [2.489, -1.288, 0.328], [-0.343, 0.752, 0.321], [2.316, 1.295, 0.107], [1.957, 0.089, -0.704], [-3.678, 0.743, -0.238], [-2.737, -1.128, -1.702], [-1.897, 1.634, 1.326], [2.541, -2.131, -0.316], [1.745, -1.487, 0.999], [3.499, -1.104, 0.790], [0.371, 1.398, 0.770]], "forces_ev_per_a": [[-1.6, 3.1, 2.2], [1.8, -3.0, -2.4], [-1.1, -0.9, 1.5], [-0.7, -1.8, -2.9], [2.6, 0.5, -1.1], [1.3, 2.6, 1.4], [0.1, 0.5, -0.2], [-0.9, 0.1, 1.4], [1.3, -0.4, 0.1], [0.2, 0.2, -0.1], [0.0, 0.5, -0.3], [0.2, -0.9, -0.6], [-1.6, -0.3, 2.1], [-1.1, 0.1, -0.6], [-0.5, -0.3, -0.6]]}

{"formula": "CH2NO3S", "method": "ωB97M-V/def2-TZVPD", "spin_multiplicity": 1, "total_charge": -1, "e_tot_ev": -19537.7390, "elements": ["C", "N", "O", "O", "O", "S", "H", "H"], "positions_angstrom": [[-2.319, -1.245, -1.085], [-1.631, -0.328, -0.881], [-0.050, 1.400, 0.497], [0.818, -0.965, 0.405], [2.343, 1.121, 0.367], [1.049, 0.622, -0.159], [0.832, -0.997, 1.315], [-1.043, 0.394, -0.458]], "forces_ev_per_a": [[0.3, 0.5, -0.1], [-1.3, -1.1, -0.3], [-0.5, -0.6, -0.1], [0.3, 0.3, -3.2], [-0.4, -0.8, 0.0], [1.6, 1.0, -0.3], [0.1, 0.1, 3.6], [-0.1, 0.7, 0.4]]}

What did the second record say?
{"formula": "C9H9BIN2O6PPb", "method": "ωB97M-V/def2-TZVPD", "spin_multiplicity": 1, "total_charge": 2, "e_tot_ev": -48035.7950, "elements": ["O", "P", "O", "O", "C", "C", "C", "I", "C", "O", "C", "N", "C", "C", "N", "C", "C", "B", "O", "O", "H", "H", "H", "H", "H", "H", "H", "H", "H", "Pb"], "positions_angstrom": [[4.099, -1.185, -0.190], [3.575, 0.075, 0.544], [4.980, 1.033, 0.850], [2.921, -0.363, 2.049], [2.418, 1.119, -0.527], [0.865, 0.895, -0.253], [-0.035, 2.121, 0.240], [0.767, 4.122, 0.612], [-1.576, 1.955, 0.483], [-2.324, 3.098, 0.942], [-2.324, 0.578, 0.242], [-3.735, 0.573, 0.463], [-4.227, -0.749, 0.162], [-3.401, -1.990, -0.279], [-1.989, -1.935, -0.474], [-1.443, -0.628, -0.227], [0.112, -0.467, -0.470], [0.942, -1.803, -0.999], [1.514, -2.665, 0.004], [1.025, -2.061, -2.423], [5.179, 1.410, -0.050], [3.720, -0.543, 2.618], [2.607, 0.822, -1.630], [2.762, 2.207, -0.434], [-2.570, 2.895, 1.884], [-5.383, -0.904, 0.269], [-3.925, -2.990, -0.490], [1.156, -2.343, 0.868], [0.196, -2.581, -2.607], [-5.907, 0.304, -1.177]], "forces_ev_per_a": [[-2.3, 3.9, 1.7], [4.3, -4.3, -0.5], [-3.3, -0.4, -1.2], [1.7, 1.7, -2.0], [-1.2, 0.1, -0.4], [-3.7, -0.7, 0.4], [-2.9, -2.1, 0.0], [-0.7, -2.0, -0.4], [2.3, -0.7, -0.4], [1.3, -3.1, -0.1], [0.6, 2.7, 0.5], [2.6, -4.1, -2.1], [2.0, -0.9, -0.8], [1.3, 1.7, 0.1], [-3.4, 3.7, 1.3], [1.7, -0.3, -0.2], [-0.9, 3.1, 0.9], [1.1, -1.8, 0.2], [-2.4, 2.5, -1.7], [-1.5, -0.1, 3.0], [0.3, -0.5, 1.2], [-1.0, 0.1, -0.5], [-0.1, 0.1, 1.9], [-1.0, -1.4, 0.1], [0.2, 0.4, -1.0], [2.0, -1.1, 1.8], [0.9, 1.7, 0.5], [0.8, -0.5, -0.7], [1.2, 0.5, -0.2], [0.0, 1.6, -1.2]]}

Which formula does entry 4 have? CH2NO3S